## 1
Density functional theory data (ωB97M-V with the def2-TZVPD basis set) for C4H6N4 in the gas phase.

Properties
Multiplicity = 1
HOMO = -9.3 eV
Orbital gap = 9.92 eV
SMILES string = [H]/N=C/NC1=NC=NC1

The geometry in XYZ format:
```
14
Properties=species:S:1:pos:R:3:mulliken_charge:R:1
H -4.054 -0.540 0.003 0.253
N -3.201 0.035 -0.202 -0.624
C -2.052 -0.446 0.130 0.069
N -0.982 0.407 -0.026 -0.241
C 0.332 0.070 -0.076 0.495
N 0.779 -1.142 -0.039 -0.610
C 2.186 -0.960 -0.081 -0.135
N 2.714 0.205 -0.036 -0.495
C 1.554 1.035 0.017 -0.240
H -1.730 -1.502 0.475 0.313
H -1.215 1.370 -0.058 0.256
H 2.779 -1.872 -0.257 0.376
H 1.398 1.609 1.032 0.275
H 1.493 1.731 -0.884 0.306
```


## 2
Density functional theory data (ωB97M-V with the def2-TZVPD basis set) for a molecular structure, C4H6N4.

Properties
Multiplicity = 1
HOMO = -9.8 eV
Orbital gap = 10.00 eV

The geometry in XYZ format:
```
14
Properties=species:S:1:pos:R:3:mulliken_charge:R:1
C 2.213 -0.612 -0.219 0.273
C -0.337 0.654 1.158 -0.310
C 1.076 0.058 -0.756 0.065
C -1.484 -0.679 -0.481 -0.948
N 3.108 -1.144 0.254 -0.401
N 0.349 1.762 0.488 -0.227
N 1.026 1.419 -0.454 -0.141
N -0.325 -0.533 0.363 -0.329
H 0.247 0.488 2.075 0.298
H -1.339 1.008 1.415 0.358
H 0.852 -0.209 -1.782 0.324
H -1.290 -1.460 -1.215 0.332
H -2.320 -1.003 0.146 0.331
H -1.775 0.251 -0.992 0.375
```


## 3
Density functional theory data (ωB97M-V with the def2-TZVPD basis set) for C4H6N4 in the gas phase.

Properties
Multiplicity = 1
HOMO = -8.0 eV
Orbital gap = 8.79 eV
SMILES string = [H]/N=c1/[nH]nc2n1CC2

The geometry in XYZ format:
```
14
Properties=species:S:1:pos:R:3:mulliken_charge:R:1
H -2.528 -1.769 -0.119 0.211
N -2.547 -0.759 -0.044 -0.751
C -1.468 -0.097 -0.118 0.524
N -1.522 1.286 0.024 0.035
N -0.287 1.928 -0.011 -0.699
C 0.496 0.974 -0.251 0.193
N -0.123 -0.291 -0.239 0.051
C 1.091 -1.044 0.079 -0.444
C 1.872 0.311 -0.028 -0.401
H -2.394 1.663 0.351 0.267
H 1.138 -1.635 0.989 0.269
H 1.299 -1.821 -0.660 0.223
H 2.544 0.628 -0.830 0.262
H 2.429 0.626 0.856 0.261
```


Stability, descending: 1, 3, 2


## 1
Density functional theory data (ωB97M-V with the def2-TZVPD basis set) for C4H6N4 in the gas phase.

Properties
Multiplicity = 1
HOMO = -9.0 eV
Orbital gap = 9.78 eV
SMILES string = Nc1nnn2c1CC2

The geometry in XYZ format:
```
14
Properties=species:S:1:pos:R:3:mulliken_charge:R:1
N -2.453 -0.640 -0.005 -0.569
C -1.352 0.255 -0.129 0.052
N -1.325 1.637 -0.038 -0.354
N -0.006 2.035 -0.051 -0.798
N 0.584 1.011 -0.063 0.790
C -0.119 -0.193 -0.211 0.028
C 1.017 -1.075 -0.114 -0.362
C 1.990 0.302 0.141 -0.456
H -2.443 -1.002 0.960 0.262
H -3.228 0.083 -0.211 0.362
H 1.076 -2.042 0.623 0.276
H 1.232 -1.463 -1.161 0.199
H 2.560 0.509 -0.761 0.261
H 2.466 0.584 1.020 0.310
```


## 2
Density functional theory data (ωB97M-V with the def2-TZVPD basis set) for C4H6N4 in the gas phase.

Properties
Multiplicity = 1
HOMO = -8.2 eV
Orbital gap = 7.75 eV
SMILES string = [H]/N=c1/nnc(C)c[nH]1

The geometry in XYZ format:
```
14
Properties=species:S:1:pos:R:3:mulliken_charge:R:1
H -3.449 0.518 0.381 0.191
N -3.108 -0.399 0.256 -0.664
C -1.894 -0.449 -0.110 0.577
N -1.131 -1.534 -0.197 -0.460
N 0.182 -1.510 -0.119 -0.140
C 0.949 -0.328 0.221 0.461
C 2.316 -0.258 0.091 -1.128
C 0.172 0.868 -0.201 -0.076
N -1.128 0.730 -0.118 -0.112
H 2.855 0.578 -0.108 0.404
H 2.550 -1.295 -0.680 0.232
H 2.864 -0.568 1.056 0.254
H 0.385 2.058 -0.161 0.221
H -1.562 1.590 -0.311 0.239
```


Stability, descending: 1, 2


## 1
Density functional theory data (ωB97M-V with the def2-TZVPD basis set) for C4H6N4 in the gas phase.

Properties
Multiplicity = 1
HOMO = -9.4 eV
Orbital gap = 10.18 eV
SMILES string = N[C@@H]1Cc2[nH]nnc21

The geometry in XYZ format:
```
14
Properties=species:S:1:pos:R:3:mulliken_charge:R:1
N 1.613 -0.311 -1.597 -0.748
C 0.979 -0.438 -0.306 0.345
C -0.301 -1.298 -0.195 -0.627
C -0.955 -0.099 0.544 0.254
N -1.757 0.772 1.280 0.163
N -1.179 1.946 1.411 -0.596
N 0.019 1.945 0.896 -0.269
C 0.161 0.664 0.347 -0.201
H 1.176 0.482 -2.111 0.308
H 2.482 0.146 -1.373 0.304
H 1.628 -0.801 0.459 0.292
H -0.369 -2.290 0.312 0.279
H -0.787 -1.362 -1.150 0.251
H -2.709 0.644 1.484 0.244
```


## 2
Density functional theory data (ωB97M-V with the def2-TZVPD basis set) for C4H6N4 in the gas phase.

Properties
Multiplicity = 1
HOMO = -8.2 eV
Orbital gap = 8.78 eV
SMILES string = C1NN=C2CNN=C12

The geometry in XYZ format:
```
14
Properties=species:S:1:pos:R:3:mulliken_charge:R:1
C 0.722 0.545 1.717 -0.379
N 1.024 1.580 0.828 -0.196
N 0.320 1.534 -0.407 -0.619
C 0.060 0.293 -0.580 0.377
C -0.733 -0.302 -1.809 -0.358
N -0.870 -1.626 -0.912 -0.270
N -0.415 -1.639 0.436 -0.523
C 0.188 -0.574 0.632 0.402
H -0.164 0.721 2.496 0.198
H 1.474 0.150 2.388 0.292
H 0.859 2.696 1.053 0.321
H -1.674 0.359 -1.606 0.210
H -0.446 -0.792 -2.798 0.290
H -1.880 -1.861 -0.895 0.255
```


## 3
Density functional theory data (ωB97M-V with the def2-TZVPD basis set) for C4H6N4 in the gas phase.

Properties
Multiplicity = 1
HOMO = -9.4 eV
Orbital gap = 10.14 eV
SMILES string = c1nnn2c1CCN2

The geometry in XYZ format:
```
14
Properties=species:S:1:pos:R:3:mulliken_charge:R:1
C 1.797 1.016 0.837 -0.442
N 1.027 1.806 1.717 -0.301
N -0.217 1.646 1.509 -0.662
N -0.346 0.761 0.598 0.873
C 0.843 0.306 0.078 0.143
C 0.389 -0.724 -0.871 -0.363
C -1.163 -0.885 -0.783 -0.367
N -1.608 0.135 0.216 -0.523
H 2.869 1.045 0.675 0.370
H 0.551 -0.467 -1.931 0.208
H 0.847 -1.733 -0.721 0.282
H -1.388 -1.887 -0.496 0.249
H -1.564 -0.755 -1.835 0.241
H -2.038 -0.264 1.006 0.292
```


## 4
Density functional theory data (ωB97M-V with the def2-TZVPD basis set) for C4H6N4 in the gas phase.

Properties
Multiplicity = 1
HOMO = -9.3 eV
Orbital gap = 9.23 eV
SMILES string = [H]/N=C\N(C)/N=C\C#N

The geometry in XYZ format:
```
14
Properties=species:S:1:pos:R:3:mulliken_charge:R:1
H 2.659 -1.206 -0.042 0.288
N 2.083 -1.982 -0.405 -0.606
C 0.885 -1.705 -0.553 0.285
N 0.247 -0.409 -0.189 0.398
C -1.203 -0.374 -0.370 -1.094
N 0.923 0.487 0.545 -0.700
C 0.532 1.697 0.808 -0.087
C -0.829 2.217 0.612 0.199
N -1.873 2.700 0.547 -0.375
H 0.028 -2.336 -1.047 0.196
H -1.455 0.351 -1.079 0.403
H -1.676 -0.413 0.614 0.344
H -1.522 -1.327 -0.824 0.348
H 1.202 2.299 1.381 0.400
```


Stability, descending: 4, 3, 1, 2


## 1
Density functional theory data (ωB97M-V with the def2-TZVPD basis set) for a molecular structure, C4H6N4.

Properties
Multiplicity = 1
HOMO = -10.3 eV
Orbital gap = 10.48 eV

The geometry in XYZ format:
```
14
Properties=species:S:1:pos:R:3:mulliken_charge:R:1
C -1.986 -1.533 -0.191 0.609
C -1.109 1.851 -0.250 0.000
C -1.858 -0.190 -0.057 -0.062
C 0.430 0.033 -1.163 -0.689
N -2.149 -2.657 -0.167 -0.428
N -2.341 1.889 0.192 -0.426
N -2.863 0.620 0.268 -0.381
N -0.767 0.508 -0.469 0.080
H -0.403 2.668 -0.311 0.373
H -0.902 -1.385 2.374 0.245
H -1.115 -0.988 1.736 -0.176
H 0.552 -0.970 -0.826 0.311
H 0.371 -0.126 -2.290 0.280
H 1.214 0.815 -1.089 0.265
```


## 2
Density functional theory data (ωB97M-V with the def2-TZVPD basis set) for a molecular structure, C4H6N4.

Properties
Multiplicity = 1
HOMO = -8.8 eV
Orbital gap = 9.60 eV

The geometry in XYZ format:
```
14
Properties=species:S:1:pos:R:3:mulliken_charge:R:1
C -2.640 0.056 0.028 -0.729
C 0.700 -0.556 -0.076 0.294
C 2.239 -0.669 -0.130 -0.283
C 0.751 0.796 0.049 0.189
H -3.380 0.417 -0.810 0.240
H -3.044 0.278 1.008 0.324
H -2.525 -1.286 0.148 0.306
H 2.609 -0.896 -1.091 0.182
H 2.985 -0.818 0.716 0.269
H 2.573 1.116 0.915 0.290
N -1.283 0.255 -0.134 0.981
N -0.571 -0.936 -0.175 -0.718
N 2.104 0.910 -0.136 -0.527
N -0.518 1.332 -0.311 -0.817
```


Stability, descending: 1, 2


## 1
Density functional theory data (ωB97M-V with the def2-TZVPD basis set) for C5H7NO in the gas phase.

Properties
Multiplicity = 1
HOMO = -7.9 eV
Orbital gap = 8.77 eV

The geometry in XYZ format:
```
14
Properties=species:S:1:pos:R:3:mulliken_charge:R:1
O 1.439 0.732 -0.773 -0.109
C 1.763 0.071 0.306 -0.509
C 0.038 0.838 -1.258 -0.237
N -0.887 0.138 -0.438 -0.326
C -0.311 -1.212 -0.139 -0.620
C 0.526 -0.549 0.970 0.263
C -0.595 0.503 0.985 -0.626
H 0.055 0.437 -2.275 0.293
H -0.184 1.907 -1.277 0.297
H 0.223 -1.689 -0.970 0.274
H -1.097 -1.880 0.227 0.271
H 0.791 -1.097 1.877 0.481
H -1.449 0.249 1.620 0.273
H -0.313 1.551 1.145 0.275
```


## 2
Density functional theory data (ωB97M-V with the def2-TZVPD basis set) for C5H7NO in the gas phase.

Properties
Multiplicity = 1
HOMO = -9.2 eV
Orbital gap = 8.74 eV

The geometry in XYZ format:
```
14
Properties=species:S:1:pos:R:3:mulliken_charge:R:1
C -1.674 0.343 0.260 -1.193
C -0.545 -0.677 0.138 -0.234
C 0.733 0.006 -0.303 0.053
C 2.483 -0.250 0.926 -0.236
O 1.920 -0.794 -0.157 -0.176
C 0.712 0.524 -1.673 -0.006
N 0.646 0.995 -2.725 -0.402
H -1.431 1.114 1.001 0.341
H -2.601 -0.144 0.572 0.342
H -1.858 0.841 -0.698 0.347
H -0.350 -1.161 1.104 0.325
H -0.796 -1.464 -0.579 0.277
H 0.949 0.897 0.315 0.393
H 1.667 -0.247 1.711 0.169
```


## 3
Density functional theory data (ωB97M-V with the def2-TZVPD basis set) for C5H7NO in the gas phase.

Properties
Multiplicity = 1
HOMO (spin up / spin down) = -8.2 / -8.2 eV
Orbital gap (spin up / spin down) = 7.10 / 7.33 eV

The geometry in XYZ format:
```
14
Properties=species:S:1:pos:R:3:mulliken_charge:R:1
C -2.007 0.204 -0.088 -1.293
C -0.731 -0.587 0.324 0.980
C -1.183 -1.867 0.394 -0.476
O 1.676 -0.972 -1.109 -0.629
C 1.589 -0.076 -0.278 0.580
N 2.574 0.880 -0.131 -0.445
C 0.368 0.204 0.478 -0.775
H -1.987 1.161 0.435 0.381
H -2.976 -0.275 0.054 0.386
H -1.835 0.378 -1.156 0.306
H -1.657 -2.376 -0.449 0.284
H 3.426 0.694 -0.637 0.244
H 2.674 1.333 0.764 0.231
H 0.193 1.239 0.756 0.226
```


## 4
Density functional theory data (ωB97M-V with the def2-TZVPD basis set) for a molecular structure, C5H7NO.

Properties
Multiplicity = 1
HOMO = -9.4 eV
Orbital gap = 10.13 eV

The geometry in XYZ format:
```
14
Properties=species:S:1:pos:R:3:mulliken_charge:R:1
O 2.053 -0.726 -0.933 -0.448
C 1.326 -0.526 0.011 -0.127
C 0.346 0.612 0.041 0.119
C -1.133 0.417 -0.026 -0.135
C -1.554 -0.835 0.700 -0.220
C -0.898 -0.398 1.777 -0.591
N -0.493 0.899 1.224 -0.522
H 1.481 0.562 -2.722 -0.216
H 1.377 -1.163 0.913 0.373
H 0.714 1.513 -0.450 0.460
H -1.762 1.083 -0.609 0.357
H 1.146 1.016 -3.209 0.210
H -2.120 -1.714 0.420 0.360
H -0.604 -0.776 2.750 0.381
```


Stability, descending: 1, 3, 4, 2


## 1
Density functional theory data (ωB97M-V with the def2-TZVPD basis set) for C5H7NO in the gas phase.

Properties
Multiplicity = 1
HOMO = -11.1 eV
Orbital gap = 11.96 eV
SMILES string = CC[C@@]1(C#N)CO1

The geometry in XYZ format:
```
14
Properties=species:S:1:pos:R:3:mulliken_charge:R:1
C 1.691 -0.439 -0.264 -1.144
C 0.443 0.209 -0.859 -0.479
C -0.792 0.029 0.002 1.113
C -1.091 -1.355 0.377 -0.100
N -1.285 -2.454 0.681 -0.430
C -1.292 1.090 0.889 -0.690
O -1.927 0.805 -0.345 -0.456
H 1.935 -0.015 0.716 0.305
H 2.552 -0.289 -0.922 0.339
H 1.555 -1.518 -0.139 0.356
H 0.585 1.287 -0.990 0.374
H 0.233 -0.211 -1.850 0.237
H -1.861 0.828 1.779 0.302
H -0.745 2.032 0.925 0.274
```


## 2
Density functional theory data (ωB97M-V with the def2-TZVPD basis set) for a molecular structure, C5H7NO.

Properties
Multiplicity = 1
HOMO = -9.3 eV
Orbital gap = 9.22 eV

The geometry in XYZ format:
```
14
Properties=species:S:1:pos:R:3:mulliken_charge:R:1
C -1.023 -1.298 0.203 -1.374
C -0.564 0.165 0.145 0.596
C 0.771 0.362 -0.588 -1.056
C 1.952 0.285 0.219 0.053
O 2.090 1.327 0.923 -0.443
C -1.604 0.982 -0.511 0.104
N -2.435 1.598 -1.029 -0.460
H -1.984 -1.396 0.717 0.383
H -0.274 -1.892 0.737 0.339
H -1.128 -1.701 -0.809 0.347
H -0.465 0.551 1.167 0.286
H 0.782 -0.174 -1.551 0.295
H 1.149 1.658 0.114 0.523
H 2.736 -0.469 0.264 0.408
```


Stability, descending: 1, 2